No. 1
DFT (the ωB97M-V functional and the def2-TZVPD basis) results for a single C14H18N4OS molecule in a non-equilibrium geometry.

```
38
Properties=species:S:1:pos:R:3
C -2.08894 -2.02624 -4.82399
C -2.83706 -2.19601 -3.69889
S -2.30963 -1.20577 -2.40271
C -1.05208 -0.54500 -3.39173
C -1.06295 -1.08085 -4.65228
H -0.35561 -0.79263 -5.40758
C -0.16091 0.43432 -2.85499
N 0.85572 0.95664 -3.49656
O 1.42392 1.81788 -2.60643
C 0.69803 1.75851 -1.48292
N -0.28797 0.92199 -1.58216
C 1.11508 2.54779 -0.28537
N 1.20405 1.76641 0.92943
C 2.11018 0.63596 0.80789
C 2.30195 0.00770 2.19387
N 1.06249 -0.38505 2.81693
C 0.42930 -1.60086 2.32079
H 0.63736 -1.78592 1.25833
C -1.07855 -1.40952 2.55040
H -1.61004 -1.39517 1.59880
H -1.49961 -2.20871 3.15748
C -1.19268 -0.04971 3.24987
H -1.17558 -0.17992 4.33129
C 0.07519 0.67783 2.81052
C -0.09209 1.32962 1.42827
H -0.73593 2.20753 1.51963
H -0.56734 0.62197 0.73416
H 0.39218 1.44654 3.52345
H -2.09749 0.48756 2.97275
H 0.82568 -2.44854 2.88941
H 2.95714 -0.86314 2.12436
H 2.77183 0.74961 2.84681
H 3.07115 0.99462 0.43103
H 1.72454 -0.12400 0.10614
H 0.39405 3.35458 -0.12090
H 2.09358 2.98794 -0.49922
H -3.67395 -2.85013 -3.55416
H -2.26503 -2.55783 -5.74171
```

Calculated values
Lowest unoccupied orbital energy (eV): 0.456
Structure (SMILES): c1csc(-c2noc(CN3CCN4CCC[C@@H]4C3)n2)c1
Energy relative to the best compared isomer or geometry (same formula, charge and spin) (kcal per mole): 56.23
E (eV): -33652.0419


No. 2
DFT (the ωB97M-V functional and the def2-TZVPD basis) results for a single C4H11NO molecule in a non-equilibrium geometry.

```
17
Properties=species:S:1:pos:R:3
C 2.70293 -0.27502 -0.04258
C 1.31014 -0.77794 0.34629
N 0.26311 0.01299 -0.31865
C -1.05159 -0.18684 0.24691
C -2.01374 0.88010 -0.29077
O -3.34275 0.60990 0.00489
H 3.12254 -0.88965 -0.82864
H 3.40010 -0.22903 0.79008
H 2.58116 0.70000 -0.49958
H 1.17071 -0.70464 1.43283
H 1.11287 -1.79820 0.03022
H 0.52534 1.00193 -0.32746
H -1.04223 -0.09333 1.34414
H -1.39521 -1.18218 -0.01799
H -1.74676 1.83380 0.16762
H -1.79197 0.97652 -1.35893
H -3.80465 0.12161 -0.67834
```

Calculated values
Lowest unoccupied orbital energy (eV): 0.986
Structure (SMILES): CCNCCO
Energy relative to the best compared isomer or geometry (same formula, charge and spin) (kcal per mole): 29.54
E (eV): -7863.2726


No. 3
DFT (the ωB97M-V functional and the def2-TZVPD basis) results for 2 unconnected molecules or ions with the total composition C5H8O.

```
14
Properties=species:S:1:pos:R:3
O -0.20644 -0.76378 -2.45107
C -0.53628 0.35842 -2.15698
C -1.30420 0.57156 0.98989
C -0.11158 0.00905 0.90358
C 1.34841 0.16159 0.90547
C 0.68657 -1.20143 0.69375
H -1.59172 0.69117 -2.18071
H -1.41795 1.63989 1.16099
H -2.21276 -0.02138 0.91214
H 0.19903 1.13186 -1.85834
H 1.82577 0.62698 0.04450
H 1.85330 0.34873 1.85112
H 0.71620 -1.61971 -0.31101
H 0.75164 -1.93296 1.49668
```

Calculated values
Lowest unoccupied orbital energy (eV): 0.938
Structure (SMILES): C=C1CC1.C=O
Energy relative to the best compared isomer or geometry (same formula, charge and spin) (kcal per mole): 68.14
E (eV): -7359.3005


No. 4
DFT (the ωB97M-V functional and the def2-TZVPD basis) results for 2 unconnected molecules or ions with the total composition C4H11NO in a non-equilibrium geometry.

```
17
Properties=species:S:1:pos:R:3
C -0.59056 1.17425 2.38427
C 0.45429 0.41034 1.47592
C 0.11385 0.57225 0.01153
C 0.29410 -0.41045 -0.91912
N -0.13787 1.82604 -0.45517
H -0.77843 2.19677 2.09442
H -1.41633 0.46628 2.37981
H -0.12545 1.02112 3.36001
H 1.48017 0.76674 1.62299
H 0.39740 -0.65881 1.66815
H 0.69665 -1.40371 -0.76616
H 0.08645 -0.27929 -1.97831
H -0.89379 2.37608 -0.04365
H -0.18573 1.89882 -1.46008
H -0.03931 -2.89698 -2.51044
H 0.76299 -3.54526 -3.61296
O -0.11844 -3.51420 -3.25121
```

Calculated values
Lowest unoccupied orbital energy (spin up / spin down) (eV): -4.179 / -8.037
Net charge: +1
Energy relative to the best compared isomer or geometry (same formula, charge and spin) (kcal per mole): 33.43
Spin multiplicity: 2
E (eV): -7854.8922


No. 5
DFT (the ωB97M-V functional and the def2-TZVPD basis) results for a molecular structure, C21H46BN2O26S2 in a non-equilibrium geometry.

```
98
Properties=species:S:1:pos:R:3
N 3.68063 -2.53175 4.26238
C 3.40990 -1.18626 3.73132
C 2.51456 -1.18178 2.50289
O 3.14627 -1.79030 1.37022
C 2.06762 0.23273 2.13511
S 0.44697 0.32453 1.37608
O 0.22978 -0.94757 0.72537
O 0.50249 1.46024 0.48510
N -0.68607 0.65092 2.47968
S -0.64878 -0.19344 3.81764
O 0.59615 -0.09398 4.53340
O -1.80054 0.12541 4.61121
O -0.78864 -1.74589 3.37557
B -1.81882 -2.09845 2.46924
O -3.07058 -1.54827 2.53687
O -1.52874 -3.04988 1.53782
H 3.86545 -3.18810 3.51293
H 2.84660 -2.86932 4.72631
H 4.36494 -0.70257 3.51217
H 2.88432 -0.64823 4.51675
H 1.64240 -1.79022 2.74501
H 4.01900 -2.08544 1.63163
H 2.13661 0.90789 2.98158
H 2.74737 0.58899 1.36172
H -3.72307 -2.25085 2.56606
H -0.58179 -3.02390 1.36741
C -3.73054 2.88197 4.24525
O -4.34109 3.45142 5.41884
C -5.11149 2.62203 6.10333
O -5.36357 1.47828 5.83476
O -5.58843 3.28401 7.17127
C -6.44118 2.49885 7.99882
H -3.15031 3.67866 3.78966
H -3.06675 2.06015 4.50271
H -4.49486 2.54829 3.54587
H -5.90690 1.63844 8.39812
H -7.31597 2.16309 7.44427
H -6.75192 3.14674 8.81424
C 0.05162 -7.06286 7.57292
O -0.03634 -5.69522 7.96600
C -0.65462 -4.91084 7.07222
O -1.11276 -5.28583 6.02433
O -0.66839 -3.67543 7.54487
C -1.30183 -2.70966 6.68512
H 0.56866 -7.57600 8.37897
H -0.94037 -7.49173 7.44220
H 0.62074 -7.16346 6.65058
H -2.34748 -2.96620 6.52992
H -0.78517 -2.64600 5.73240
H -1.23755 -1.75182 7.18946
C -9.18288 2.80451 -0.61606
O -8.17932 1.80480 -0.77890
C -7.35693 1.68370 0.27147
O -7.42311 2.33454 1.28128
O -6.47522 0.73392 -0.00042
C -5.51791 0.48919 1.04356
H -9.76995 2.79447 -1.53012
H -9.82326 2.57389 0.23347
H -8.73162 3.78579 -0.48136
H -6.01837 0.16455 1.95336
H -4.92715 1.38032 1.23960
H -4.86326 -0.29876 0.68716
C 4.08646 3.05741 -5.59166
O 3.46406 3.69557 -4.47634
C 2.85620 2.83221 -3.64712
O 2.81794 1.63976 -3.82124
O 2.32043 3.50246 -2.64804
C 1.61190 2.68365 -1.68257
H 4.52768 3.84234 -6.19995
H 4.86726 2.37545 -5.26164
H 3.34852 2.51460 -6.18092
H 2.27712 1.96406 -1.22202
H 0.78330 2.17252 -2.16272
H 1.23375 3.36002 -0.92852
C 0.41973 -0.13313 -9.52487
O 0.06092 -0.06849 -8.14703
C 0.98556 -0.56308 -7.31394
O 2.04432 -1.02822 -7.65717
O 0.53662 -0.44293 -6.07939
C 1.41726 -0.94003 -5.05549
H -0.41293 0.29661 -10.07414
H 1.32122 0.44656 -9.71810
H 0.57116 -1.16482 -9.83738
H 2.36011 -0.40293 -5.06830
H 1.58030 -2.00887 -5.18048
H 0.91751 -0.75500 -4.11096
C 9.29876 0.96492 -7.81771
O 7.93034 1.03962 -7.41801
C 7.05946 0.75137 -8.38689
O 7.34282 0.45153 -9.51777
O 5.83438 0.85571 -7.88614
C 4.78161 0.56910 -8.81390
H 9.88308 1.22085 -6.93902
H 9.54952 -0.04242 -8.14415
H 9.50591 1.67515 -8.61594
H 4.85626 -0.45392 -9.17396
H 4.81004 1.26675 -9.64967
H 3.85522 0.68467 -8.26178
```

Calculated values
Lowest unoccupied orbital energy (eV): 1.991
Net charge: -1
E (eV): -101091.3230


No. 6
DFT (the ωB97M-V functional and the def2-TZVPD basis) results for a molecular structure, C34H29NO4P2RhS3 in a non-equilibrium geometry.

```
74
Properties=species:S:1:pos:R:3
Rh -2.20599 0.34557 0.27073
S -1.93223 0.87015 2.78901
P -0.14452 1.09894 1.90248
C 0.28584 0.76463 0.26935
P -0.28028 1.08169 -1.33207
S -2.14106 1.23475 -2.09224
C 0.58758 -0.27888 -2.21148
C -0.08148 -1.20921 -2.99340
C 0.61108 -2.28908 -3.52916
C 1.96676 -2.43775 -3.28927
C 2.64415 -1.49562 -2.52081
C 1.95736 -0.42015 -1.98458
C 0.58357 2.58040 -1.95559
C 0.32434 3.03985 -3.24527
C 0.92931 4.19801 -3.70402
C 1.78654 4.91125 -2.87499
C 2.04892 4.45405 -1.59336
C 1.45171 3.28715 -1.13484
C 0.48138 2.77195 2.28146
C -0.38823 3.84593 2.10248
C 0.07966 5.14272 2.24212
C 1.41269 5.37038 2.55885
C 2.28026 4.30069 2.72935
C 1.81963 2.99956 2.58490
C 0.95747 -0.02986 2.83999
C 0.91504 -0.01875 4.23367
C 1.61516 -0.96666 4.96050
C 2.34232 -1.95081 4.30172
C 2.40383 -1.95437 2.91738
C 1.71946 -0.99012 2.18836
H -1.14665 -1.09771 -3.16542
H 0.08439 -3.02563 -4.12366
H 2.50081 -3.28846 -3.69601
H 3.70609 -1.60741 -2.33605
H 2.47125 0.31364 -1.37490
H -0.36598 2.48943 -3.87306
H 0.72464 4.55421 -4.70639
H 2.24372 5.82752 -3.22827
H 2.71263 5.00858 -0.94070
H 1.64471 2.92838 -0.13183
H -1.42647 3.65037 1.85609
H -0.59322 5.97995 2.10509
H 1.77767 6.38377 2.67289
H 3.31990 4.48075 2.97549
H 2.49354 2.15954 2.70687
H 0.31270 0.72538 4.74095
H 1.58532 -0.94809 6.04307
H 2.85067 -2.72022 4.86995
H 2.98205 -2.71211 2.40200
H 1.75756 -0.97326 1.10552
C 1.27077 -5.46041 -0.50871
C -0.00665 -4.66546 -0.54983
C -1.20333 -5.24921 -0.95953
C -2.37490 -4.51191 -0.99752
C -2.36164 -3.18021 -0.60584
C -1.18829 -2.59767 -0.18136
C -0.01583 -3.33212 -0.15940
S -3.90144 -2.31177 -0.88387
O -3.95703 -2.09796 -2.31479
O -4.94862 -3.13735 -0.33350
N -3.81980 -0.90211 -0.08004
C -5.06057 -0.15662 -0.23654
C -5.02349 1.14715 0.56570
O -6.07725 1.62023 0.96864
O -3.86560 1.69504 0.67318
H 1.19999 -6.34710 -1.13882
H 1.48374 -5.78726 0.51210
H 2.11399 -4.85618 -0.84677
H -1.21329 -6.28993 -1.26343
H -3.30932 -4.94789 -1.32794
H -1.19195 -1.56277 0.13550
H 0.91024 -2.85821 0.14530
H -5.92129 -0.75694 0.05609
H -5.20402 0.16162 -1.28150
```

Calculated values
Lowest unoccupied orbital energy (spin up / spin down) (eV): 1.279 / 1.286
Net charge: -1
Energy relative to the best compared isomer or geometry (same formula, charge and spin) (kcal per mole): 68.46
E (eV): -99501.4390


Question: E of number 4 (C4H11NO)?
Answer: -7854.8922 eV